Computed, not measured: a structure of composition C24H44P2Tc at a distorted geometry, with the ωB97M-V functional and the def2-TZVPD basis.

Last column: Mulliken spin population.
Atoms and positions in Å:
Tc -0.677 0.085 1.140  3.0160
C -1.537 2.376 2.416  -0.0351
C -2.053 1.628 1.256  -0.2412
C -2.570 0.500 3.254  0.0397
C -1.861 1.674 3.592  -0.0074
C -2.679 0.409 1.815  0.1555
C -0.992 3.745 2.357  0.0003
H -0.579 3.969 1.372  -0.0041
H -0.196 3.901 3.093  0.0012
H -1.772 4.492 2.567  0.0039
C -1.644 2.190 4.971  0.0024
H -0.787 2.873 4.996  0.0001
H -1.452 1.367 5.670  -0.0001
H -2.525 2.742 5.335  -0.0001
C -3.233 -0.395 4.227  0.0039
H -4.164 0.052 4.610  -0.0032
H -2.589 -0.599 5.094  0.0010
H -3.493 -1.351 3.761  -0.0022
C -3.719 -0.389 1.104  0.0209
H -4.690 0.122 1.129  0.0059
H -3.839 -1.369 1.583  -0.0074
H -3.441 -0.549 0.057  0.0150
C -2.551 2.294 0.011  0.0436
H -3.512 2.797 0.201  0.0019
H -2.703 1.550 -0.776  -0.0044
H -1.829 3.043 -0.333  0.0072
C 1.408 0.724 1.087  -0.0280
C 1.022 1.861 0.331  -0.0046
C 0.900 1.887 -1.138  0.0320
C -0.051 0.811 -1.763  0.0188
C -0.437 -0.406 -0.944  -0.0233
C 0.414 -1.705 -1.013  -0.0736
C 1.611 -1.710 0.018  -0.0256
C 2.275 -0.405 0.529  0.0813
H 1.912 1.798 -1.602  0.0088
H 0.339 0.507 -2.752  0.0016
H 0.519 2.879 -1.465  0.0022
H 2.968 0.006 -0.225  0.0026
H 1.704 0.992 2.113  0.0171
H 1.036 2.837 0.828  0.0006
H 2.908 -0.734 1.371  -0.0022
H 1.188 -2.233 0.886  -0.0391
H -0.271 -2.476 -0.607  0.0563
H 2.431 -2.384 -0.282  0.0056
H -0.985 1.340 -1.994  -0.0349
H -1.461 -0.674 -1.266  -0.0427
P 2.673 -0.244 -2.506  -0.0001
C 4.503 -0.408 -2.332  -0.0004
C 2.570 0.504 -4.191  0.0002
P 0.671 -2.453 -2.634  -0.0033
C 2.399 -2.032 -2.973  0.0009
C -0.264 -2.087 -4.122  0.0019
C 0.642 -4.245 -2.423  -0.0015
H 4.734 -1.110 -1.517  -0.0007
H 4.945 0.577 -2.123  0.0000
H 4.880 -0.809 -3.283  0.0001
H 3.285 -0.024 -4.841  0.0001
H 2.844 1.569 -4.123  0.0004
H 1.555 0.415 -4.611  -0.0013
H 1.296 -4.689 -3.186  -0.0002
H -0.387 -4.599 -2.572  0.0000
H 0.988 -4.554 -1.424  0.0004
H 3.057 -2.667 -2.366  0.0025
H 2.644 -2.205 -4.029  -0.0003
H -1.180 -2.692 -4.113  0.0003
H 0.352 -2.395 -4.983  0.0004
H -0.534 -1.030 -4.229  -0.0003
C -0.069 -1.067 2.722  0.0300
H 0.087 -0.407 3.597  0.0003
H 0.851 -1.665 2.642  -0.0001
H -0.888 -1.751 3.003  0.0047

Computed properties:
**Orbital gap (alpha / beta)**: 5.99 / 6.86 eV
**Energy**: -1703.671554 Eh
**Energy relative to the best compared isomer or geometry (same formula, charge and spin)**: 0.233 eV
**Total charge**: +2
**2S+1**: 4
**E_HOMO (alpha / beta)**: -12.9 / -14.0 eV